No. 1
Formula: C20H24NO2
Source: OMol25
Level of theory: the ωB97M-V functional and the def2-TZVPD basis

Properties
LUMO energy   -4.427 eV
Orbital gap   7.516 eV
DFT total energy   -26706.301 eV
SMILES   CCOC(=O)[C@@H](C=[N+](C)C)C(c1ccccc1)c1ccccc1
F_max   0.0857 hartree/bohr

The geometry in ORCA input format:
```
! RIJCOSX wB97M-V def2-TZVPD def2/J DEFGRID3
* xyz 1 1
C 0.03100 -5.52837 0.12422
C 0.58088 -4.23308 -0.42694
O 1.21751 -3.53939 0.67189
C 1.60033 -2.32976 0.25715
O 1.03305 -1.81012 -0.70676
C 2.62423 -1.69488 1.16055
C 2.75189 -0.30785 0.80367
N 3.82891 0.40692 1.05497
C 3.96161 1.68826 0.36539
C 4.78578 0.01513 2.10287
C 2.03340 -2.28906 2.67882
C 2.18018 -3.77228 3.03466
C 1.08910 -4.64583 3.25315
C 1.33526 -6.01215 3.48706
C 2.63234 -6.52250 3.45680
C 3.67995 -5.64714 3.31771
C 3.46833 -4.28183 3.06218
C 2.37212 -1.40180 3.85607
C 1.79961 -0.12471 3.86825
C 2.32724 0.85594 4.73238
C 3.40231 0.57073 5.56185
C 3.85875 -0.72441 5.66353
C 3.28459 -1.73002 4.88086
H -0.41500 -6.06986 -0.73686
H 0.85612 -6.12319 0.54480
H -0.74413 -5.34016 0.89422
H 1.40847 -4.37190 -1.15922
H -0.21925 -3.59945 -0.86640
H 3.58766 -2.33613 1.41021
H 1.99736 0.19227 0.14730
H 3.39987 1.58864 -0.57721
H 3.54003 2.50682 0.94936
H 5.01231 1.86874 0.20233
H 5.06886 -1.03511 1.96884
H 5.64436 0.67591 1.94976
H 4.33531 0.19258 3.08926
H 0.95300 -2.09869 2.39576
H 0.03958 -4.26362 3.14520
H 0.46958 -6.68943 3.56343
H 2.80620 -7.59363 3.58532
H 4.69845 -5.99167 3.27111
H 4.28019 -3.59992 2.83494
H 1.05364 0.16035 3.11395
H 1.99402 1.88761 4.64176
H 3.84018 1.31893 6.21274
H 4.73148 -0.99325 6.26134
H 3.68793 -2.74924 4.92030
*
```

***

No. 2
Formula: C20H24O2
Source: OMol25
Level of theory: the ωB97M-V functional and the def2-TZVPD basis

Properties
LUMO energy   0.773 eV
Orbital gap   10.080 eV
DFT total energy   -25218.382 eV
SMILES   CCCCCC#CCC#CCC#CCC#CCCCC(=O)O
F_max   0.0140 hartree/bohr

The geometry in ORCA input format:
```
! RIJCOSX wB97M-V def2-TZVPD def2/J DEFGRID3
* xyz 0 1
C 6.99229 3.11027 0.36150
C 6.33827 1.73764 0.46562
C 4.83746 1.80908 0.18982
C 4.11327 0.48076 0.40524
C 4.51925 -0.59304 -0.61039
C 3.71162 -1.78593 -0.44674
C 3.04085 -2.76609 -0.28928
C 2.19418 -3.93485 -0.10364
C 0.82474 -3.52200 0.15912
C -0.28977 -3.15213 0.39517
C -1.65247 -2.70689 0.63949
C -2.08453 -1.80245 -0.41495
C -2.37177 -1.04112 -1.29650
C -2.80389 -0.07192 -2.29153
C -3.87541 0.74034 -1.73484
C -4.74948 1.35963 -1.19743
C -5.84507 2.08418 -0.58322
C -6.74453 1.14659 0.23148
C -6.05795 0.64833 1.50602
C -4.81740 -0.16070 1.20972
O -3.72503 0.07090 1.65616
O -5.06886 -1.21270 0.42662
H 8.06017 3.04272 0.55686
H 6.55456 3.79792 1.08213
H 6.85145 3.52518 -0.63450
H 6.81613 1.06321 -0.24743
H 6.50086 1.33401 1.46795
H 4.67462 2.14921 -0.83627
H 4.39592 2.55471 0.85600
H 4.31360 0.11336 1.41448
H 3.03598 0.64480 0.32304
H 4.38397 -0.20862 -1.62631
H 5.57184 -0.85902 -0.48199
H 2.56595 -4.52811 0.73992
H 2.22189 -4.55599 -1.00650
H -1.69956 -2.17261 1.59557
H -2.31829 -3.57760 0.68631
H -1.95714 0.56709 -2.56410
H -3.15822 -0.58954 -3.19033
H -5.43948 2.86660 0.06492
H -6.43639 2.56319 -1.36967
H -7.65436 1.68144 0.51290
H -7.02436 0.28917 -0.38303
H -6.74852 0.00584 2.05657
H -5.77007 1.48598 2.14290
H -4.22632 -1.63086 0.16315
*
```

***

No. 3
Formula: C20H25AsBr2F6N2O8PS2SiSn
Source: OMol25
Level of theory: the ωB97M-V functional and the def2-TZVPD basis

Properties
⟨S²⟩   0.759
LUMO energy (alpha / beta)   3.679 / 3.359 eV
Orbital gap (alpha / beta)   6.298 / 6.604 eV
DFT total energy   -302414.145 eV
F_max   0.0079 hartree/bohr

The geometry in ORCA input format:
```
! RIJCOSX wB97M-V def2-TZVPD def2/J DEFGRID3
* xyz -2 2
Sn 0.27178 -2.44565 -0.71342
O 3.97406 -1.84140 0.64704
S 2.85482 -2.76015 0.79259
O 3.14553 -3.93954 1.58696
O 1.64623 -2.02880 1.35115
O 2.34456 -3.16323 -0.59587
C 2.07060 4.83759 0.50614
Si 0.82297 3.44036 0.74904
C -0.77207 3.97054 -0.08306
C 0.57615 3.24893 2.59458
C 1.52819 1.94059 -0.14535
C 2.69039 2.03519 -0.90620
C 3.16426 0.95001 -1.62401
C 2.43853 -0.22460 -1.59282
N 1.30355 -0.33223 -0.90439
C 0.86138 0.69964 -0.16195
S -0.59542 0.46509 0.76994
H 1.70854 5.73370 1.01716
H 2.21548 5.09179 -0.54623
H 3.04457 4.58420 0.93257
H -1.17452 4.87308 0.38490
H -1.51927 3.17992 -0.00298
H -0.60809 4.17834 -1.14293
H 0.68461 4.22266 3.08312
H 1.29381 2.55583 3.03401
H -0.41519 2.85067 2.81085
H 3.24493 2.96682 -0.92692
H 4.08268 0.99666 -2.19153
H 2.75126 -1.11728 -2.11895
Br 2.60817 -2.12996 -5.41196
C 0.94208 -1.33634 -4.97672
C 0.33193 -0.49658 -5.91926
C -0.86742 0.09484 -5.64925
Br -1.66232 1.20837 -6.97914
C -1.51595 -0.11303 -4.40647
C -2.76640 0.42626 -4.02634
C -3.28642 0.14082 -2.79680
C -2.54813 -0.66524 -1.90641
N -1.38814 -1.16958 -2.23522
C -0.87233 -0.93881 -3.46137
C 0.37594 -1.62182 -3.73566
O 0.88993 -2.40856 -2.86970
H 0.82334 -0.32629 -6.86731
H -3.30467 1.05349 -4.72486
H -4.25264 0.51910 -2.49260
H -2.92234 -0.89941 -0.91774
F -3.35871 -2.86984 0.34949
As -5.09587 -2.94549 0.27517
F -5.03637 -2.62343 -1.43937
F -5.17689 -1.23100 0.57763
F -6.83660 -3.00871 0.19791
F -5.16510 -3.25497 1.98555
F -5.02350 -4.65314 -0.03905
C 0.12967 -3.29313 3.44417
O 0.30931 -1.94373 3.90904
P 0.29974 -0.64326 2.95200
O -0.76900 0.26833 3.75075
C -0.78545 0.31354 5.17334
O 1.62233 0.14828 3.41374
C 2.95551 -0.12852 2.96413
H -0.11121 -3.87709 4.33152
H 1.04132 -3.65659 2.97822
H -0.70333 -3.34810 2.74239
H -1.43987 -0.46774 5.56064
H -1.17339 1.29134 5.45754
H 0.21455 0.18710 5.58868
H 3.57956 0.64194 3.41788
H 3.03023 -0.09750 1.88178
H 3.27410 -1.11433 3.30020
*
```

***

No. 4
Formula: C20H25Br2NO2
Source: OMol25
Level of theory: the ωB97M-V functional and the def2-TZVPD basis

Properties
LUMO energy   -1.423 eV
Orbital gap   6.508 eV
DFT total energy   -166813.647 eV
SMILES   COc1ccc(C=C2C=C(Br)C(=O)C(Br)=C2)cc1.CCN(CC)CC
F_max   0.0470 hartree/bohr

The geometry in ORCA input format:
```
! RIJCOSX wB97M-V def2-TZVPD def2/J DEFGRID3
* xyz 0 1
C -5.21608 1.13466 4.03425
O -3.78094 0.97505 3.99470
C -3.09977 1.08353 2.82595
C -3.70381 1.34150 1.57247
C -2.92674 1.30363 0.43790
C -1.52680 1.05651 0.47941
C -0.75471 0.91732 -0.71505
C -1.23252 0.37174 -1.92204
C -0.51545 0.55176 -3.16088
C -0.85491 -0.10089 -4.31354
Br 0.13454 0.08820 -5.90604
C -2.04558 -0.99798 -4.39258
O -2.37318 -1.59038 -5.42457
C -2.80137 -1.11497 -3.11959
Br -4.33170 -2.20876 -3.14962
C -2.40959 -0.45733 -1.98443
C -0.92460 0.98748 1.77326
C -1.69125 0.93390 2.90739
H -5.44743 0.99490 5.09009
H -5.51669 2.13966 3.70646
H -5.72142 0.37144 3.42642
H -4.77742 1.54307 1.49958
H -3.40362 1.46160 -0.52851
H 0.25158 1.32995 -0.70379
H 0.34020 1.22801 -3.16666
H -3.00130 -0.60617 -1.08756
H 0.16246 0.91883 1.84726
H -1.26832 0.78284 3.90181
C 3.99977 0.51560 -1.52334
C 2.75527 0.48481 -0.64427
N 2.64419 -0.62907 0.26920
C 1.76332 -1.75083 0.00797
C 2.41936 -2.96186 -0.64592
C 3.12235 -0.49314 1.62225
C 4.40666 0.29968 1.79339
H 3.97865 1.40933 -2.15871
H 4.91373 0.54648 -0.91955
H 4.03061 -0.36385 -2.17627
H 2.73655 1.41062 -0.04254
H 1.86994 0.46704 -1.29523
H 1.36696 -2.07028 0.98655
H 0.92123 -1.40242 -0.60936
H 1.66311 -3.72577 -0.84639
H 2.89494 -2.69249 -1.59271
H 3.17168 -3.40388 0.01663
H 2.32432 -0.02954 2.24659
H 3.26148 -1.51778 2.01300
H 4.61778 0.36055 2.86481
H 5.24691 -0.20856 1.30978
H 4.32762 1.31625 1.40200
*
```